C8H6N2O4SYb | ωB97M-V/def2-TZVPD

Properties
orbital gap (spin up / spin down)	9.258 / 5.619	eV
LUMO level (spin up / spin down)	-12.26 / -15.52	eV
charge	+3
F_max	6.24	eV Å⁻¹
2S+1	2
relative energy (zero: lowest compared OMol25 entry of this formula, charge and spin)	0.0	kcal per mole
HOMO (spin up / spin down)	-21.52 / -21.14	eV

```
22
Properties=species:S:1:pos:R:3:nbo_charge:R:1
Yb -1.41565 0.53790 0.65350 1.4657
O -1.18688 1.10115 -5.43519 -0.4008
C -1.33679 0.82986 -4.33819 0.4123
C -2.78723 -1.03395 -0.59420 0.3881
O -3.60072 -1.63285 -1.14758 -0.2653
C -2.64492 2.77223 0.93194 0.4120
O -3.26451 3.74737 0.89697 -0.2616
C -3.03285 1.37563 -1.06769 0.3913
O -3.90551 1.72226 -1.74076 -0.2752
C 2.29389 -0.43635 2.68276 -0.4390
N 1.91064 -0.60072 1.27338 -0.2564
C 2.72311 -0.35453 0.17319 0.0627
C 2.01011 -0.67826 -0.93196 0.0898
N 0.74502 -1.07157 -0.50115 -0.5486
C 0.73472 -1.13186 0.87974 0.1027
S -0.55341 -1.66032 1.88506 0.2055
H 1.81659 0.45613 3.11945 0.2541
H 1.96822 -1.31283 3.25986 0.2772
H 3.38041 -0.34098 2.73974 0.2825
H 3.72964 -0.00198 0.30044 0.3105
H 2.28110 -0.62150 -1.96683 0.3076
H 0.13501 -1.66483 -1.07248 0.4850
```

***

C8H6N2OS3 | ωB97M-V/def2-TZVPD

Properties
orbital gap	7.355	eV
LUMO level	-0.63	eV
F_max	4.58	eV Å⁻¹
HOMO	-7.99	eV

```
20
Properties=species:S:1:pos:R:3:nbo_charge:R:1
C 3.50895 1.19149 0.21102 -0.0188
C 2.62172 2.14401 0.54966 -0.0202
C 1.84845 -0.09969 -0.62991 0.0252
C 0.88627 0.79312 -0.11900 0.1131
C -0.53213 0.50215 -0.18235 -0.2463
C -1.19238 -0.64332 0.02244 0.1333
C -3.05628 -0.42919 -0.20099 -0.5653
C -0.79304 -2.06656 0.13829 -0.6892
N 3.13858 0.07868 -0.44265 -0.3635
N 1.27877 1.97536 0.37530 -0.3656
O -5.47593 -1.35640 0.26250 -0.9167
S -1.47189 2.00260 -0.41841 0.2106
S -3.36130 1.18095 -0.65790 0.2860
S -4.01318 -1.68513 0.27245 1.0600
H 4.61754 1.34398 0.52871 0.2127
H 2.80574 3.12363 1.10705 0.2227
H 1.45887 -0.94639 -1.25171 0.2021
H -0.78597 -2.40189 -0.89590 0.2403
H -1.68359 -2.48015 0.75692 0.2392
H 0.20079 -2.22727 0.57444 0.2404
```

***

C8H6N3O7Rh | ωB97M-V/def2-TZVPD

Properties
orbital gap (spin up / spin down)	4.141 / 5.527	eV
LUMO level (spin up / spin down)	-2.36 / -4.71	eV
F_max	3.90	eV Å⁻¹
2S+1	5
HOMO (spin up / spin down)	-6.50 / -10.24	eV

```
25
Properties=species:S:1:pos:R:3:nbo_charge:R:1
Rh -1.25148 0.82603 0.02495 1.5381
O 4.63106 -0.23583 0.02393 -0.6466
C 3.27742 -0.08329 0.14885 0.3229
C 2.54648 -0.03944 1.33423 -0.2919
C 1.14879 0.04839 1.23448 -0.0427
N 0.59318 0.25343 0.01421 -0.4697
C 1.23004 0.18354 -1.11371 0.0921
C 2.62504 0.10004 -1.09367 -0.2958
C 0.39569 0.33104 -2.35781 0.7380
O 0.80133 0.16323 -3.48626 -0.5151
O -0.88604 0.66026 -2.02329 -0.6644
C 0.25226 0.22868 2.39356 0.6289
O 0.60434 0.13740 3.56374 -0.5432
O -1.01013 0.60720 1.96442 -0.5334
H 5.03796 -0.22780 0.89387 0.4878
H 2.90489 -0.01191 2.36498 0.2563
H 3.19881 0.16713 -2.02714 0.2601
N -2.18655 -0.98267 -0.29257 -0.6083
N -3.50758 -0.61155 -0.70615 -0.5265
C -4.13265 0.52161 0.02300 0.8629
O -5.37053 0.55836 0.17083 -0.5910
O -3.28585 1.43233 0.35971 -0.6844
H -1.51950 -1.26719 -1.03110 0.4198
H -1.99519 -1.40135 0.62588 0.4036
H -4.10180 -1.35764 -1.00894 0.4025
```

***

C8H6N6O2SSeW | ωB97M-V/def2-TZVPD

Properties
orbital gap	7.427	eV
LUMO level	-9.19	eV
charge	+2
F_max	0.77	eV Å⁻¹
relative energy (zero: lowest compared OMol25 entry of this formula, charge and spin)	7.0	kcal per mole
HOMO	-16.62	eV

```
25
Properties=species:S:1:pos:R:3:nbo_charge:R:1
W 0.51020 -0.33154 -0.52198 1.9113
Se 2.35628 2.85243 -2.07176 1.2126
N 1.00140 3.94432 -2.25793 -0.4966
C -0.05367 3.46677 -1.62218 0.0500
C -1.37053 3.99394 -1.52640 -0.0419
C -2.31322 3.21954 -0.90374 -0.2574
C -2.01198 1.93895 -0.38785 0.1979
N -0.78189 1.43798 -0.41141 -0.5153
C 0.16521 2.20946 -1.00058 0.3144
N 1.37824 1.66624 -1.10000 -0.7421
H -1.61040 4.95692 -1.95905 0.2790
H -3.33554 3.56081 -0.81995 0.2783
H -2.78884 1.32402 0.04862 0.2552
S -0.36322 -1.40262 -4.90279 0.4643
C -0.03817 -0.92694 -3.49494 0.1930
N 0.22721 -0.54491 -2.35241 -0.7182
C 2.18154 1.01981 3.73858 -0.7564
C 1.61310 0.73313 2.45196 0.6123
N 1.14430 0.49189 1.43399 -0.5131
H 1.95622 0.19351 4.41537 0.3079
H 1.75632 1.94476 4.12953 0.2986
H 3.26336 1.12211 3.63997 0.3029
O 1.61831 -1.74209 0.21426 -0.4051
N 0.45365 -2.27544 -0.26677 0.1639
O -0.57396 -1.60375 0.39430 -0.3955
```

***

C8H6NO2S3 | ωB97M-V/def2-TZVPD

Properties
orbital gap (spin up / spin down)	4.934 / 5.360	eV
LUMO level (spin up / spin down)	2.71 / 1.17	eV
charge	-1
F_max	5.16	eV Å⁻¹
2S+1	3
HOMO (spin up / spin down)	-2.23 / -4.19	eV

```
20
Properties=species:S:1:pos:R:3:nbo_charge:R:1
C -1.68960 2.08175 -1.02620 -0.1901
C -0.57314 1.64927 -1.64374 -0.2635
C -1.17922 0.87701 1.02789 -0.1105
C -0.05067 0.39381 0.42684 0.0297
C -1.98102 1.84916 0.33471 0.3121
C 0.21701 0.79239 -0.87816 -0.0554
C 1.88076 -0.70943 0.23173 0.1144
C 2.96190 -1.68285 0.54704 -0.6584
N 0.87592 -0.44024 1.00227 -0.4071
O -1.32095 -2.87736 1.30419 -0.9662
O -2.86414 2.48428 0.97223 -0.5159
S -1.71698 -2.01541 -1.42331 -0.6561
S 1.76189 -0.04737 -1.38413 0.3096
S -2.03643 -1.87703 0.46932 0.6933
H -2.40598 3.00544 -1.36142 0.2186
H -0.35742 1.66902 -2.64908 0.2207
H -1.37692 0.63217 2.04781 0.2335
H 3.29706 -1.53135 1.61443 0.2317
H 2.72017 -2.73031 0.43223 0.2492
H 3.83775 -1.52295 -0.04463 0.2103
```

***

C8H6NO3S2 | ωB97M-V/def2-TZVPD

Properties
orbital gap (spin up / spin down)	6.531 / 6.528	eV
LUMO level (spin up / spin down)	1.41 / 1.41	eV
SMILES string	O=S(=O)([O-])/N=C/C=C1/C=CC=CC1=S
charge	-1
F_max	5.30	eV Å⁻¹
relative energy (zero: lowest compared OMol25 entry of this formula, charge and spin)	28.9	kcal per mole
HOMO (spin up / spin down)	-5.12 / -5.11	eV

```
20
Properties=species:S:1:pos:R:3:nbo_charge:R:1
O -4.44789 -1.50121 0.50192 -1.0262
S -3.96349 -0.31383 -0.23095 2.4649
O -4.78217 0.82912 0.00069 -1.0105
O -3.64876 -0.56098 -1.62839 -1.0227
N -2.44854 0.16048 0.48055 -0.5766
C -1.58267 -0.78541 0.36567 0.0582
C -0.22549 -0.91060 0.85654 -0.1259
C 0.83577 -0.18307 0.57312 -0.1285
C 2.22856 -0.59884 0.85528 -0.1803
C 3.20984 -0.02053 0.23750 -0.2204
C 3.02496 1.02710 -0.73494 -0.2395
C 1.77820 1.50294 -0.98270 -0.2085
C 0.71846 1.02078 -0.19822 -0.1412
S -0.48372 2.19939 -0.06540 0.0895
H -1.99203 -1.79766 0.00678 0.1990
H -0.22509 -1.84749 1.31729 0.2090
H 2.38193 -1.42629 1.49435 0.2075
H 4.27748 -0.51506 0.16990 0.2037
H 3.84100 1.39408 -1.30329 0.2051
H 1.50363 2.32706 -1.71571 0.2434
```